Record 1
The following is a DFT calculation (ωB97M-V/def2-TZVPD) of a structure of composition C17H26FN3O4S.

Cartesian coordinates (Å):
N1 1.283573 -3.768389 -0.375971
C1 1.165662 -2.608816 0.123617
C2 0.978327 -1.420297 -0.757390
C3 -0.327729 -0.707455 -0.512641
C4 -1.442584 -1.324692 -0.041205
C5 -2.692896 -0.646904 0.162110
C6 -3.901008 -1.401731 0.661911
C7 -5.026035 -1.503866 -0.370890
C8 -4.580256 -2.076520 -1.683353
O1 -3.530118 -2.624499 -1.888650
O2 -5.533251 -1.940947 -2.647253
C9 -2.791251 0.669575 -0.115659
F1 -3.939580 1.337514 0.062843
C10 -1.669422 1.383069 -0.599003
N2 -1.603172 2.683002 -0.897335
S1 -0.100118 2.936470 -1.407766
N3 0.522819 1.475992 -1.268358
C11 -0.448475 0.677985 -0.804306
H1 1.404775 -4.462009 0.360380
H2 1.203010 -2.469667 1.207109
H3 1.796998 -0.713782 -0.631909
H4 1.004128 -1.776993 -1.788146
H5 -1.427134 -2.382457 0.180240
H6 -3.613616 -2.389210 1.015542
H7 -4.287825 -0.860765 1.527285
H8 -5.804205 -2.177241 -0.005441
H9 -5.488301 -0.528839 -0.514156
H10 -5.454329 -2.704812 -3.234268
C12 6.105613 -3.164898 -0.139420
C13 4.917995 -2.996070 -1.074711
C14 5.360075 -2.838624 -2.520752
O3 4.122897 -1.880890 -0.674563
H11 6.750972 -2.282812 -0.181404
H12 5.767853 -3.279134 0.890898
H13 6.701348 -4.037724 -0.409473
H14 4.258418 -3.860672 -0.989402
H15 5.983661 -1.946805 -2.632294
H16 4.494303 -2.722513 -3.172578
H17 5.935234 -3.702740 -2.855602
H18 4.666435 -1.087832 -0.738048
C15 -0.813769 6.531270 2.063392
C16 -1.274754 5.282286 2.799545
C17 -0.238208 4.173574 2.720248
O4 -2.521937 4.826562 2.279658
H19 -0.659189 6.309222 1.003619
H20 -1.568726 7.314529 2.130819
H21 0.122424 6.912487 2.474160
H22 -1.468889 5.528364 3.844656
H23 -0.077539 3.896488 1.675324
H24 -0.587901 3.286126 3.248328
H25 0.718848 4.478040 3.146680
H26 -2.393136 4.588060 1.353559

Forces on the atoms, in the same order (eV/Å):
-0.066 0.067 -0.009
0.222 -0.513 -0.067
-0.311 0.127 -0.074
0.079 -0.320 0.128
-0.166 0.268 0.005
-0.107 -0.474 0.030
0.012 0.216 0.074
0.225 0.118 0.241
0.175 0.017 -0.304
-0.289 -0.122 0.112
-0.253 -0.322 0.508
0.161 0.142 -0.017
-0.154 0.061 0.059
-0.054 0.150 -0.011
0.091 0.027 -0.036
-0.119 0.155 0.022
0.062 -0.157 0.016
0.199 0.252 -0.055
0.021 -0.019 0.011
-0.048 0.320 0.025
0.101 -0.049 0.053
0.105 0.031 -0.052
0.045 -0.073 -0.029
0.123 -0.067 -0.117
-0.132 -0.069 0.040
-0.108 0.064 0.016
-0.087 -0.030 -0.193
0.294 0.243 -0.335
-0.072 -0.004 0.102
0.253 0.087 -0.073
-0.115 0.016 -0.053
-0.105 -0.002 0.080
0.027 -0.017 -0.056
-0.013 -0.022 -0.009
0.008 0.006 -0.012
-0.084 0.044 0.017
0.053 -0.028 0.026
-0.011 -0.029 0.012
0.014 0.004 0.006
0.034 -0.010 -0.016
-0.085 0.069 0.030
0.110 -0.044 -0.291
-0.032 -0.115 0.078
-0.029 0.057 0.126
0.051 -0.032 0.008
0.001 -0.003 0.023
0.009 -0.011 -0.007
-0.073 -0.017 0.009
0.063 0.011 -0.044
-0.005 0.014 0.018
-0.006 0.033 -0.014
-0.010 -0.049 -0.004

## Properties
LUMO energy: -0.492 eV
HOMO: -8.77 eV
gap between HOMO and LUMO: 8.2781 eV



Record 2
The following is a DFT calculation (ωB97M-V/def2-TZVPD) of the molecule C17H26N2O3.

Cartesian coordinates (Å):
C1 -1.426944 -3.231579 1.489526
C2 -1.413580 -2.105075 0.463533
C3 -2.699546 -1.270173 0.471709
C4 -3.852357 -2.010422 -0.198772
C5 -2.422320 0.080091 -0.233468
N1 -1.457374 0.850434 0.519636
C6 -0.296132 1.280992 -0.078030
O1 0.101249 0.826534 -1.132049
N2 0.372282 2.229859 0.635092
C7 1.742223 2.591433 0.349456
C8 2.707752 2.055154 1.408675
C9 2.836648 0.525790 1.361614
C10 3.711871 0.086453 0.220648
C11 3.168098 -0.289121 -1.000866
C12 3.992667 -0.662156 -2.048776
C13 5.367327 -0.666594 -1.889295
C14 5.917280 -0.293185 -0.674597
C15 5.093590 0.081211 0.371197
C16 -3.696069 0.902926 -0.348515
O2 -4.070527 1.668756 0.504571
O3 -4.337795 0.688847 -1.492400
C17 -5.552116 1.405407 -1.681198
H1 -1.574773 -2.834197 2.491557
H2 -2.220193 -3.946024 1.284219
H3 -0.479620 -3.764892 1.469583
H4 -1.264579 -2.517163 -0.535927
H5 -0.569303 -1.448028 0.676484
H6 -2.970035 -1.046748 1.510065
H7 -3.952455 -3.008049 0.220007
H8 -4.794615 -1.489242 -0.047915
H9 -3.674707 -2.098719 -1.268005
H10 -2.007219 -0.103673 -1.229553
H11 -1.867813 1.410719 1.254036
H12 0.021132 2.484300 1.544993
H13 1.816375 3.683466 0.300197
H14 1.981498 2.175341 -0.630742
H15 2.351778 2.362144 2.396369
H16 3.689208 2.505523 1.251099
H17 1.842963 0.085426 1.260233
H18 3.269638 0.178770 2.302805
H19 2.097204 -0.280554 -1.139887
H20 3.556899 -0.950251 -2.994235
H21 6.009473 -0.960184 -2.707112
H22 6.989856 -0.295100 -0.541723
H23 5.527209 0.369744 1.319291
H24 -6.267893 1.151972 -0.896478
H25 -5.931343 1.109377 -2.655467
H26 -5.364919 2.480449 -1.651592

Forces on the atoms, in the same order (eV/Å):
0.029 0.117 -0.208
-0.153 0.086 0.249
0.140 0.018 -0.367
0.102 0.052 0.248
-0.028 -0.146 0.136
-0.222 0.046 0.050
-0.268 0.094 0.444
0.194 -0.186 -0.475
0.014 0.168 0.209
0.257 0.145 0.030
-0.217 -0.095 -0.129
0.105 0.215 0.020
-0.084 -0.103 0.074
-0.005 -0.035 -0.002
0.042 -0.025 -0.094
0.056 -0.030 -0.112
0.116 0.019 0.018
0.004 0.010 -0.007
0.297 0.058 0.044
-0.122 0.009 0.051
0.184 -0.245 -0.241
-0.303 0.253 0.133
-0.010 0.007 0.131
-0.074 -0.124 0.042
0.055 -0.108 0.056
0.046 0.037 -0.114
0.047 -0.007 -0.071
0.018 0.040 0.003
-0.058 -0.108 0.010
-0.144 -0.013 -0.040
-0.013 -0.040 -0.142
-0.092 0.023 0.143
0.066 0.025 -0.077
-0.044 -0.079 -0.077
0.046 -0.126 -0.095
-0.003 0.141 0.035
0.041 0.073 0.032
0.033 0.046 0.072
-0.018 -0.068 0.086
-0.074 -0.055 -0.018
-0.116 0.009 0.022
-0.038 -0.027 -0.082
0.043 -0.024 -0.059
0.074 -0.007 0.010
0.039 0.020 0.106
0.035 0.025 -0.079
0.037 0.002 0.048
-0.032 -0.089 -0.015

## Properties
SMILES: CC[C@H](C)[C@H](NC(=O)NCCCc1ccccc1)C(=O)OC
LUMO energy: 0.774 eV
HOMO: -8.86 eV
gap between HOMO and LUMO: 9.6326 eV



Record 3
The following is a DFT calculation (ωB97M-V/def2-TZVPD) of the molecule C17H26N2O6S in a non-equilibrium geometry.

Cartesian coordinates (Å):
C1 7.427351 0.646482 -0.189257
C2 6.495988 -0.243874 0.620790
O1 5.176966 -0.257464 0.079882
C3 4.393224 0.795297 0.418238
O2 4.726809 1.660655 1.194897
N1 3.208491 0.779134 -0.235030
C4 2.723631 -0.336686 -1.017899
C5 1.624419 -1.065842 -0.236751
N2 0.581605 -0.147200 0.159362
S1 -0.582712 0.197499 -0.996556
O3 -0.496821 -0.768181 -2.052334
O4 -0.533254 1.588716 -1.365634
C6 -2.091825 -0.055592 -0.074552
C7 -2.987483 0.986810 0.044825
C8 -4.194090 0.787412 0.708691
O5 -5.153990 1.724291 0.909393
C9 -5.021931 3.000077 0.306683
C10 -5.324007 2.979454 -1.188110
C11 -4.453312 -0.479947 1.236552
C12 -3.547140 -1.513952 1.118590
C13 -2.333321 -1.316549 0.458494
O6 -1.337341 -2.223588 0.318980
C14 -1.630984 -3.605652 0.440735
C15 -2.492220 -4.112905 -0.709772
C16 1.062178 0.999061 0.898649
C17 2.176618 1.725039 0.135265
H1 7.436571 0.333848 -1.230768
H2 8.434799 0.581803 0.211903
H3 7.089328 1.678007 -0.131721
H4 6.452388 0.103675 1.658171
H5 6.820962 -1.286319 0.590201
H6 3.551218 -1.005196 -1.248154
H7 2.291772 0.053010 -1.946373
H8 1.153648 -1.828067 -0.855313
H9 2.038045 -1.523993 0.667177
H10 -2.702409 1.924069 -0.403559
H11 -5.759930 3.616576 0.827446
H12 -4.025328 3.414745 0.497611
H13 -4.605188 2.363962 -1.722889
H14 -5.281643 3.991146 -1.581491
H15 -6.319201 2.575810 -1.357467
H16 -5.390668 -0.634856 1.747270
H17 -3.794224 -2.471844 1.547880
H18 -2.097274 -3.822411 1.410028
H19 -0.649430 -4.085511 0.415926
H20 -3.483107 -3.666088 -0.677270
H21 -2.025091 -3.843066 -1.653507
H22 -2.588591 -5.193604 -0.652114
H23 0.216909 1.668414 1.056391
H24 1.434588 0.648669 1.866823
H25 2.631969 2.500555 0.752323
H26 1.753050 2.164160 -0.772664

Forces on the atoms, in the same order (eV/Å):
-0.380 -0.170 0.108
0.451 0.164 0.250
-0.309 0.027 -0.133
0.093 -0.057 -0.139
0.234 0.160 0.292
-0.028 -0.074 -0.100
-0.052 -0.421 0.035
0.257 -0.339 -0.531
-0.814 0.151 -0.725
-0.161 -0.012 0.293
0.087 -0.197 0.188
-0.085 0.015 0.302
0.615 -0.236 -0.264
-0.287 0.317 0.054
0.255 -0.364 -0.013
-0.110 -0.127 0.112
-0.075 0.276 -0.271
0.081 -0.145 0.385
0.000 0.346 -0.141
0.281 -0.118 -0.078
-0.111 0.090 0.054
-0.105 -0.025 0.119
-0.149 -0.369 -0.118
0.195 0.267 0.237
0.143 0.640 0.083
-0.105 0.240 0.304
0.058 -0.026 -0.092
0.135 0.008 0.022
0.031 0.083 0.001
0.015 -0.149 -0.149
-0.056 0.118 0.038
-0.137 0.061 -0.065
0.080 -0.072 -0.002
0.206 -0.135 0.076
-0.039 0.022 -0.026
-0.080 0.167 -0.023
0.185 -0.029 -0.052
-0.078 -0.021 0.063
0.034 -0.013 -0.111
0.015 0.108 -0.080
-0.082 -0.014 -0.038
-0.108 -0.024 0.065
0.015 -0.109 0.024
0.116 0.040 -0.056
-0.139 0.027 0.090
-0.101 -0.023 -0.039
0.024 -0.019 -0.104
-0.040 -0.115 0.000
0.108 0.095 0.207
-0.060 0.021 -0.047
-0.104 -0.052 -0.106
0.079 0.009 0.099

## Properties
SMILES: CCOC(=O)N1CCN(S(=O)(=O)c2cc(OCC)ccc2OCC)CC1
LUMO energy: 0.723 eV
HOMO: -8.26 eV
gap between HOMO and LUMO: 8.9873 eV



Record 4
The following is a DFT calculation (ωB97M-V/def2-TZVPD) of the molecule C17H26N4O3S.

Cartesian coordinates (Å):
O1 1.211960 -1.465859 1.768831
C1 1.174465 -1.560050 0.558104
N1 1.933326 -2.436306 -0.128249
C2 2.745715 -3.429034 0.530590
C3 2.709443 -4.733882 -0.217307
C4 3.227983 -5.898314 0.342346
C5 3.185746 -7.065671 -0.398611
C6 2.630697 -7.034036 -1.670042
C7 2.144102 -5.825397 -2.137639
N2 2.182393 -4.706104 -1.434288
C8 0.318834 -0.644992 -0.313532
C9 1.013763 0.718972 -0.406159
C10 0.127008 1.718108 -1.144367
N3 -1.140772 1.843154 -0.456671
S1 -2.061789 3.194991 -0.892594
O2 -1.335455 3.936790 -1.876880
O3 -3.393405 2.763158 -1.186331
N4 -2.153412 4.146959 0.448157
C11 -2.986574 3.688395 1.535936
C12 -2.210398 2.842631 2.545721
C13 -0.991832 3.618272 3.040935
C14 -0.123548 4.011715 1.848016
C15 -0.949176 4.832499 0.857180
C16 -1.865184 0.589146 -0.437279
C17 -1.060178 -0.460622 0.322643
H1 1.796930 -2.606008 -1.114978
H2 2.377080 -3.549548 1.554719
H3 3.788367 -3.084495 0.593748
H4 3.649713 -5.880938 1.335424
H5 3.577031 -7.986976 0.007543
H6 2.577468 -7.922425 -2.278939
H7 1.701068 -5.739191 -3.121319
H8 0.211799 -1.068865 -1.316685
H9 1.208411 1.076099 0.606555
H10 1.967406 0.623998 -0.928297
H11 -0.027180 1.385816 -2.182100
H12 0.586911 2.705455 -1.173909
H13 -3.803242 3.126554 1.083061
H14 -3.401187 4.573254 2.032620
H15 -2.864504 2.582409 3.379532
H16 -1.877866 1.923221 2.064390
H17 -0.416664 3.007318 3.739022
H18 -1.319138 4.517887 3.568287
H19 0.737416 4.596741 2.175740
H20 0.235543 3.109436 1.353318
H21 -0.390618 5.044803 -0.054214
H22 -1.246468 5.782019 1.317078
H23 -2.059142 0.241318 -1.463242
H24 -2.827506 0.769345 0.040718
H25 -0.918064 -0.151547 1.359305
H26 -1.604828 -1.406216 0.320039

Forces on the atoms, in the same order (eV/Å):
-0.070 0.110 0.418
-0.117 0.145 -0.564
0.296 -0.401 -0.226
0.084 0.275 0.280
0.033 -0.145 0.047
-0.055 0.011 -0.143
-0.020 0.116 -0.006
-0.005 0.062 0.036
0.011 -0.377 -0.201
-0.010 0.352 0.065
0.030 0.055 0.521
-0.222 0.017 -0.204
0.653 0.166 -0.115
-0.513 0.709 -0.323
-0.104 0.290 0.142
0.301 -0.090 0.118
0.006 -0.257 0.223
-0.151 -0.258 -0.866
-0.378 -0.488 0.280
-0.078 0.289 0.112
0.116 -0.290 -0.143
-0.136 0.252 0.138
0.671 0.096 -0.064
-0.426 -0.466 0.235
0.037 0.117 -0.235
-0.177 0.119 0.086
0.106 -0.003 -0.132
-0.112 -0.096 0.091
0.038 0.005 0.114
0.024 -0.060 0.033
-0.019 -0.060 -0.071
-0.009 -0.104 -0.086
0.019 -0.012 -0.017
0.040 0.020 0.031
0.029 0.033 0.008
0.046 0.059 0.021
0.144 -0.139 -0.089
-0.125 0.097 0.228
-0.008 -0.039 -0.060
-0.033 -0.062 -0.017
-0.025 -0.098 0.049
-0.015 0.064 0.064
-0.001 0.052 0.086
0.051 -0.011 -0.044
0.107 -0.016 0.012
0.081 0.214 0.161
0.005 -0.030 -0.066
-0.060 0.016 0.054
0.007 -0.214 -0.036
-0.030 -0.027 0.019
-0.038 0.000 0.039

## Properties
SMILES: O=C(NCc1ccccn1)C1CCN(S(=O)(=O)N2CCCCC2)CC1
LUMO energy: 0.676 eV
HOMO: -8.98 eV
gap between HOMO and LUMO: 9.6566 eV